{
  "formula": "C27H39HfI2N6O3S2Se2",
  "method": "ωB97M-V/def2-TZVPD",
  "energy_ev": -213585.4436,
  "e_homo_ev": -10.40,
  "e_above_lowest_ev": 0.589,
  "charge": 1,
  "elements": ["Hf", "C", "C", "N", "C", "S", "N", "N", "C", "C", "C", "C", "C", "C", "C", "N", "H", "H", "H", "H", "H", "H", "H", "H", "H", "H", "H", "H", "H", "I", "C", "I", "H", "H", "O", "C", "C", "C", "O", "C", "Se", "C", "Se", "H", "H", "H", "H", "H", "H", "H", "H", "H", "H", "C", "C", "C", "N", "C", "S", "N", "C", "O", "C", "C", "C", "C", "C", "C", "H", "H", "H", "H", "H", "H", "H", "H", "H", "H", "H", "H", "H", "H"],
  "xyz": [[1.2485, 0.3375, 2.4255], [3.8200, 6.2992, 1.2004], [2.4313, 5.8610, 1.6391], [2.4684, 4.7460, 2.5791], [2.3276, 3.4620, 2.2195], [2.5420, 2.2682, 3.4854], [2.0856, 3.1541, 0.9799], [1.8899, 1.8107, 0.7658], [2.1516, 1.3871, -0.4254], [2.7877, 2.2096, -1.4902], [1.7520, 0.0056, -0.7230], [2.0782, -0.6000, -1.9234], [1.6417, -1.8920, -2.1737], [0.8686, -2.5243, -1.2222], [0.5913, -1.8614, -0.0395], [1.0308, -0.6250, 0.2290], [3.7540, 7.1406, 0.5095], [4.3389, 5.4806, 0.6981], [4.4237, 6.6131, 2.0542], [1.8435, 5.5380, 0.7839], [1.8909, 6.6817, 2.1127], [2.7638, 4.9177, 3.5239], [2.9313, 3.2293, -1.1545], [2.1641, 2.2007, -2.3856], [3.7595, 1.7766, -1.7464], [2.6656, -0.0657, -2.6559], [1.8913, -2.3828, -3.1058], [0.4486, -3.5066, -1.3817], [-0.0210, -2.3181, 0.7247], [-1.0454, 2.1727, 4.6081], [-2.4559, 1.5850, 3.1525], [-1.5692, 1.6732, 1.2184], [-3.2918, 2.2728, 3.1647], [-2.7569, 0.5630, 3.3480], [1.8641, -4.9942, 4.4189], [2.1929, -3.8345, 5.1619], [1.7814, -2.6064, 4.3315], [2.2637, -1.4159, 5.1395], [1.6539, -0.2006, 4.6445], [0.2492, -2.6181, 4.2619], [-0.6688, -1.3803, 3.0275], [2.4597, -2.7250, 2.9443], [3.3862, -1.1127, 2.2405], [2.1427, -5.7754, 4.9049], [3.2714, -3.7864, 5.3585], [1.6647, -3.8205, 6.1215], [3.3472, -1.3140, 5.0820], [1.9509, -1.5280, 6.1787], [1.9968, 0.5474, 5.1498], [-0.1611, -2.4611, 5.2596], [-0.0665, -3.6006, 3.9249], [1.7442, -3.0799, 2.2080], [3.2506, -3.4692, 2.9943], [-1.0518, -2.0196, -6.2589], [-0.8437, -0.9108, -5.2362], [-2.1667, -0.2603, -4.8475], [-1.9901, 0.8992, -3.9713], [-1.4957, 0.8767, -2.7321], [-0.7277, 2.1953, -2.0514], [-1.5959, -0.2961, -2.0178], [-2.5769, -1.3059, -1.9524], [-2.2409, -2.4035, -1.5692], [-3.9839, -0.9604, -2.2823], [-4.4985, 0.3203, -2.0856], [-5.8367, 0.5700, -2.3473], [-6.6557, -0.4500, -2.8103], [-6.1473, -1.7295, -2.9948], [-4.8164, -1.9896, -2.7192], [-0.1121, -2.5136, -6.5053], [-1.4732, -1.6263, -7.1863], [-1.7369, -2.7816, -5.8793], [-0.1694, -0.1449, -5.6289], [-0.3711, -1.3134, -4.3337], [-2.8316, -0.9862, -4.3781], [-2.6970, 0.0942, -5.7314], [-1.8699, 1.7924, -4.4214], [-0.8746, -0.4078, -1.3209], [-3.8700, 1.1144, -1.7013], [-6.2430, 1.5603, -2.1837], [-7.6997, -0.2502, -3.0174], [-6.7936, -2.5239, -3.3462], [-4.4037, -2.9837, -2.8376]],
  "forces_ev_per_a": [[0.38, -0.36, -0.13], [0.05, -0.02, 0.00], [-0.02, 0.00, -0.03], [-0.04, -0.01, -0.12], [0.02, 0.00, 0.11], [-0.01, 0.08, 0.05], [0.07, 0.16, -0.03], [-0.04, 0.01, -0.19], [-0.11, 0.09, 0.04], [0.06, 0.00, -0.04], [-0.01, -0.03, 0.02], [0.03, 0.04, -0.02], [0.03, -0.02, -0.02], [-0.01, -0.05, -0.03], [0.01, 0.04, 0.13], [-0.04, -0.07, -0.16], [-0.01, -0.02, 0.01], [-0.02, 0.03, 0.02], [-0.02, -0.01, -0.02], [-0.03, -0.01, -0.01], [0.05, -0.01, 0.04], [-0.03, 0.01, 0.06], [-0.02, 0.01, 0.01], [0.02, 0.02, 0.02], [-0.03, 0.02, 0.02], [-0.02, -0.01, 0.03], [0.00, 0.01, 0.02], [0.03, 0.01, 0.00], [0.01, 0.00, 0.00], [-0.15, 0.09, 0.14], [0.00, 0.02, -0.02], [0.02, 0.00, -0.08], [0.00, 0.03, 0.02], [0.05, -0.02, 0.02], [0.01, 0.03, 0.02], [0.01, -0.05, -0.07], [0.03, -0.02, 0.02], [-0.05, -0.03, 0.01], [-0.09, 0.14, 0.03], [-0.04, 0.03, -0.01], [0.04, -0.07, 0.00], [0.01, 0.03, 0.07], [-0.04, -0.17, 0.02], [0.00, 0.00, 0.01], [0.00, -0.01, 0.01], [-0.01, -0.01, 0.02], [0.04, 0.01, -0.03], [0.01, 0.02, 0.05], [-0.01, 0.03, 0.05], [-0.01, 0.06, 0.00], [-0.03, -0.06, -0.01], [-0.02, 0.02, -0.06], [0.03, 0.01, -0.01], [-0.03, -0.04, -0.01], [0.02, -0.01, 0.05], [-0.07, -0.08, 0.02], [0.03, -0.05, 0.01], [-0.12, -0.07, 0.02], [0.03, 0.10, 0.04], [-0.03, -0.07, 0.09], [0.07, -0.08, -0.12], [-0.08, 0.11, 0.03], [-0.10, 0.05, 0.10], [0.06, -0.07, 0.00], [-0.01, 0.03, 0.01], [-0.04, 0.01, 0.00], [-0.02, -0.04, -0.02], [0.04, 0.02, -0.01], [-0.01, 0.02, 0.00], [0.01, -0.01, 0.02], [0.03, 0.02, 0.00], [-0.02, -0.01, -0.03], [-0.03, 0.02, -0.02], [0.08, 0.06, -0.10], [0.03, 0.04, -0.02], [-0.04, 0.06, -0.04], [0.00, 0.01, 0.02], [0.03, 0.00, -0.02], [0.02, -0.03, -0.01], [0.03, 0.00, 0.00], [0.03, 0.02, 0.02], [-0.02, 0.02, 0.01]],
  "mulliken_charge": [0.09, -1.07, -0.38, -0.18, 0.59, -0.64, -0.89, 0.69, 0.50, -1.52, 0.51, -0.58, -0.69, -0.77, -0.54, 0.97, 0.35, 0.29, 0.31, 0.24, 0.40, 0.20, 0.27, 0.38, 0.42, 0.53, 0.48, 0.47, 0.39, 0.18, -0.98, 0.32, 0.54, 0.41, -0.52, -1.43, 1.89, -1.65, -0.32, -1.32, -0.43, -0.90, -0.26, 0.35, 0.49, 0.46, 0.47, 0.57, 0.31, 0.46, 0.61, 0.24, 0.58, -1.43, 0.44, -0.58, 0.02, -0.29, -0.28, 1.25, 0.60, -0.59, -0.12, 0.10, -0.86, -0.38, -0.68, -0.42, 0.39, 0.37, 0.35, 0.35, -0.27, -0.03, 0.55, 0.30, -0.82, 0.44, 0.44, 0.40, 0.42, 0.44]
}

***

{
  "formula": "C27H39N5O6",
  "method": "ωB97M-V/def2-TZVPD",
  "energy_ev": -48371.8507,
  "e_homo_ev": -8.49,
  "e_above_lowest_ev": 0.077,
  "smiles": "Cc1ccc(NC(=O)c2nc[nH]c2C(=O)N[C@@H](CCCCNC(=O)OC(C)(C)C)C(=O)OC(C)(C)C)cc1",
  "elements": ["C", "C", "C", "C", "C", "C", "C", "H", "H", "N", "C", "O", "C", "C", "N", "C", "N", "H", "H", "C", "O", "N", "C", "C", "H", "H", "C", "H", "C", "H", "C", "N", "C", "O", "O", "C", "C", "H", "H", "H", "C", "H", "H", "H", "C", "H", "H", "H", "H", "H", "H", "H", "H", "C", "O", "O", "C", "C", "H", "H", "H", "C", "H", "H", "H", "C", "H", "H", "H", "H", "H", "H", "H", "H", "H", "H", "H"],
  "xyz": [[3.0490, 5.3287, 3.6426], [2.6751, 3.9834, 3.1006], [1.9496, 3.8539, 1.9245], [1.5932, 2.6129, 1.4291], [1.9612, 1.4616, 2.1164], [2.6906, 1.5807, 3.2991], [3.0398, 2.8251, 3.7802], [3.6041, 2.9026, 4.6983], [2.9789, 0.6893, 3.8384], [1.6353, 0.1759, 1.6854], [0.8650, -0.2205, 0.6571], [0.3732, 0.5293, -0.1885], [0.6742, -1.6772, 0.6470], [0.0292, -2.5143, -0.2525], [0.1477, -3.7660, 0.2774], [0.8269, -3.6621, 1.4353], [1.1605, -2.4268, 1.6845], [1.0597, -4.4937, 2.0700], [-0.2289, -4.5822, -0.1840], [-0.6260, -2.3962, -1.5751], [-0.9821, -3.4089, -2.1620], [-0.7992, -1.1436, -2.0144], [-1.2255, -0.8509, -3.3565], [-2.1466, 0.3712, -3.4157], [-2.1361, 0.7330, -4.4458], [-1.7244, 1.1508, -2.7788], [-3.5910, 0.0766, -3.0118], [-4.2036, 0.9481, -3.2540], [-3.7803, -0.2626, -1.5330], [-4.8006, -0.6189, -1.3887], [-3.5239, 0.9304, -0.5895], [-2.5126, 0.6669, 0.4081], [-2.8308, 0.0895, 1.5846], [-3.9602, -0.1635, 1.9336], [-1.7084, -0.1339, 2.3109], [-1.8274, -0.6572, 3.6551], [-0.3932, -0.7129, 4.1842], [0.1955, -1.4110, 3.5949], [0.0595, 0.2739, 4.1288], [-0.3997, -1.0419, 5.2195], [-2.6657, 0.2821, 4.5234], [-2.2407, 1.2836, 4.5013], [-2.6734, -0.0773, 5.5487], [-3.6863, 0.3244, 4.1549], [-2.4306, -2.0620, 3.6206], [-1.8358, -2.7038, 2.9729], [-3.4474, -2.0219, 3.2407], [-2.4404, -2.4827, 4.6223], [-1.5361, 0.7591, 0.1641], [-4.4391, 1.1732, -0.0452], [-3.2143, 1.8097, -1.1572], [-3.1153, -1.0799, -1.2573], [-3.9577, -0.7584, -3.6121], [-0.0078, -0.6147, -4.2685], [-0.1073, -0.2232, -5.4024], [1.1090, -0.8969, -3.6227], [2.4145, -0.7556, -4.2406], [3.3827, -1.1788, -3.1356], [3.2535, -0.5397, -2.2655], [4.4076, -1.1011, -3.4858], [3.1837, -2.2061, -2.8412], [2.6477, 0.7015, -4.6351], [1.9484, 0.9990, -5.4117], [3.6609, 0.8212, -5.0083], [2.5105, 1.3476, -3.7705], [2.5251, -1.6838, -5.4479], [3.5371, -1.6529, -5.8419], [2.2901, -2.7050, -5.1553], [1.8330, -1.3747, -6.2263], [-1.7417, -1.7389, -3.7444], [-0.3780, -0.3821, -1.4764], [1.9344, -0.5865, 2.2860], [1.0302, 2.5344, 0.5148], [1.6555, 4.7398, 1.3804], [2.8831, 6.1068, 2.9021], [4.0954, 5.3450, 3.9421], [2.4478, 5.5590, 4.5224]],
  "forces_ev_per_a": [[-0.03, -0.01, 0.06], [0.00, 0.01, -0.05], [0.14, -0.04, 0.22], [-0.13, -0.14, -0.16], [0.05, 0.55, 0.02], [-0.08, -0.07, -0.11], [-0.06, 0.03, -0.11], [0.07, -0.01, 0.09], [0.04, -0.10, 0.07], [0.04, -0.44, 0.05], [0.21, 0.13, 0.17], [0.09, 0.21, -0.05], [-0.36, -0.83, -0.32], [0.29, 0.30, 0.29], [-0.11, 0.15, -0.17], [0.06, -0.06, 0.07], [0.20, 0.08, 0.14], [0.00, -0.24, 0.06], [0.03, 0.03, 0.01], [-0.14, 0.37, -0.05], [0.01, -0.23, -0.05], [-0.13, 0.06, 0.05], [0.03, -0.03, -0.26], [-0.20, -0.25, -0.17], [0.07, 0.05, 0.10], [0.08, 0.16, -0.01], [0.16, -0.04, 0.22], [-0.06, 0.00, -0.07], [-0.20, 0.10, -0.10], [-0.02, -0.05, 0.03], [-0.15, -0.28, 0.08], [0.27, 0.19, -0.10], [0.24, 0.22, -0.20], [-0.36, -0.18, 0.15], [0.15, 0.02, -0.06], [-0.13, -0.24, 0.61], [-0.35, 0.05, -0.32], [0.05, -0.04, 0.03], [0.07, 0.14, 0.04], [-0.02, -0.03, 0.13], [0.01, -0.07, -0.32], [0.06, 0.11, 0.05], [0.05, -0.03, 0.13], [-0.03, 0.02, 0.07], [-0.01, 0.28, -0.16], [0.10, -0.10, -0.05], [-0.03, -0.06, 0.03], [0.04, -0.06, 0.13], [-0.05, 0.00, 0.14], [0.09, 0.09, -0.15], [-0.03, 0.03, 0.02], [-0.10, -0.02, 0.06], [-0.05, 0.03, -0.11], [-0.56, -0.06, 0.05], [0.05, -0.01, -0.08], [0.40, -0.09, 0.17], [0.57, 0.09, -0.32], [-0.40, 0.08, -0.20], [0.02, 0.08, 0.10], [0.11, 0.01, -0.05], [0.01, -0.13, 0.03], [-0.25, -0.19, 0.05], [0.03, 0.04, -0.04], [0.13, 0.00, -0.01], [0.03, 0.08, 0.09], [-0.23, 0.13, 0.17], [0.13, -0.01, -0.01], [0.02, -0.12, 0.02], [0.02, -0.01, -0.06], [0.09, 0.17, 0.00], [0.00, -0.22, 0.04], [-0.08, 0.07, -0.12], [-0.01, -0.01, -0.03], [-0.02, 0.09, -0.06], [0.02, 0.09, -0.01], [0.06, 0.08, 0.02], [0.00, 0.10, 0.05]],
  "nbo_charge": [-0.63, -0.03, -0.19, -0.25, 0.21, -0.24, -0.20, 0.21, 0.21, -0.60, 0.67, -0.68, 0.05, 0.04, -0.48, 0.20, -0.49, 0.21, 0.45, 0.65, -0.65, -0.60, -0.15, -0.40, 0.24, 0.20, -0.39, 0.20, -0.41, 0.21, -0.23, -0.64, 0.90, -0.67, -0.55, 0.27, -0.63, 0.22, 0.21, 0.21, -0.65, 0.21, 0.21, 0.24, -0.64, 0.20, 0.24, 0.21, 0.42, 0.23, 0.19, 0.21, 0.21, 0.81, -0.61, -0.52, 0.27, -0.62, 0.22, 0.21, 0.22, -0.64, 0.24, 0.21, 0.21, -0.64, 0.21, 0.22, 0.24, 0.25, 0.44, 0.43, 0.25, 0.21, 0.22, 0.22, 0.22]
}

***

{
  "formula": "C27H39NO5",
  "method": "ωB97M-V/def2-TZVPD",
  "energy_ev": -40359.6040,
  "e_homo_ev": -8.23,
  "e_above_lowest_ev": 0.068,
  "smiles": "C=C1CCC[C@]2(C)C[C@H]3OC(=O)[C@@H](CN(Cc4ccc(OC)c(OC)c4)C[C@H](C)O)[C@H]3C[C@@H]12",
  "elements": ["C", "C", "C", "H", "C", "C", "H", "H", "C", "C", "H", "H", "H", "C", "C", "C", "C", "C", "H", "H", "H", "H", "C", "C", "O", "O", "C", "N", "C", "H", "C", "C", "H", "H", "H", "O", "H", "H", "H", "C", "C", "C", "C", "C", "C", "C", "H", "O", "C", "H", "H", "H", "O", "C", "H", "H", "H", "H", "H", "H", "H", "H", "H", "H", "H", "H", "H", "H", "H", "H", "H", "H"],
  "xyz": [[-2.4861, -1.0602, -2.6503], [-2.9122, -1.0517, -1.3976], [-4.3710, -1.1312, -1.0527], [-4.9792, -1.1485, -1.9581], [-4.6263, -2.3893, -0.2200], [-3.7305, -2.3984, 1.0142], [-3.9042, -3.3100, 1.5900], [-4.0034, -1.5507, 1.6491], [-2.2375, -2.2952, 0.6575], [-1.7884, -3.5454, -0.1049], [-0.7090, -3.6552, -0.0751], [-2.1035, -3.5020, -1.1444], [-2.2207, -4.4333, 0.3518], [-1.4408, -2.1668, 1.9657], [-0.0041, -1.6787, 1.8201], [0.2351, -0.5539, 0.8044], [-0.5517, -0.7927, -0.4818], [-2.0297, -1.0111, -0.1775], [-2.3668, -0.1660, 0.4390], [-0.4528, 0.0855, -1.1195], [-0.1451, -1.6534, -1.0140], [-0.0381, 0.4113, 1.2305], [1.7497, -0.6980, 0.6027], [1.9211, -2.2049, 0.7421], [2.8383, -2.8667, 0.3333], [0.8934, -2.7229, 1.4120], [2.4128, -0.1145, -0.6554], [3.3034, 0.9832, -0.3062], [4.6822, 0.7751, -0.7099], [4.7843, 0.6140, -1.7959], [5.3392, -0.4247, 0.0102], [6.8325, -0.1604, 0.2116], [6.9884, 0.7045, 0.8503], [7.3044, 0.0099, -0.7523], [7.2944, -1.0310, 0.6695], [5.2117, -1.6111, -0.7460], [4.5005, -2.1649, -0.3894], [4.8609, -0.5397, 0.9913], [5.2343, 1.6800, -0.4476], [2.7850, 2.2809, -0.7173], [1.4731, 2.5598, -0.0364], [1.4248, 2.7121, 1.3406], [0.2137, 2.9176, 1.9685], [-0.9836, 2.9661, 1.2577], [-0.9440, 2.8167, -0.1404], [0.2886, 2.6276, -0.7563], [0.3324, 2.5222, -1.8297], [-2.1317, 2.8418, -0.8292], [-2.1129, 2.7226, -2.2294], [-1.7395, 1.7436, -2.5468], [-3.1521, 2.8196, -2.5404], [-1.5213, 3.5161, -2.6968], [-2.0938, 3.1196, 2.0387], [-3.3227, 3.5326, 1.4844], [-3.9633, 3.7450, 2.3405], [-3.2094, 4.4373, 0.8832], [-3.7781, 2.7508, 0.8730], [0.1550, 3.0386, 3.0388], [2.3356, 2.6645, 1.9157], [2.6636, 2.3464, -1.8136], [3.5138, 3.0380, -0.4140], [1.6482, 0.2217, -1.3600], [2.9818, -0.9068, -1.1482], [2.2613, -0.2552, 1.4669], [0.3422, -1.3495, 2.8128], [-1.4221, -3.1310, 2.4767], [-1.9455, -1.4501, 2.6180], [-4.4313, -3.2718, -0.8303], [-5.6735, -2.4220, 0.0881], [-4.6547, -0.2518, -0.4673], [-1.4450, -1.0377, -2.9202], [-3.1803, -1.0961, -3.4738]],
  "forces_ev_per_a": [[0.07, 0.02, -0.14], [-0.20, 0.29, 0.24], [-0.06, -0.25, -0.16], [-0.01, 0.07, -0.01], [-0.07, 0.16, 0.19], [0.06, -0.11, -0.21], [0.02, -0.01, 0.10], [0.00, 0.05, 0.08], [-0.13, 0.04, 0.38], [0.00, 0.17, -0.01], [0.08, -0.07, -0.07], [-0.02, -0.09, -0.10], [-0.04, -0.12, 0.06], [0.28, -0.05, -0.33], [-0.36, 0.68, 0.44], [0.07, -0.18, -0.03], [-0.21, 0.17, 0.30], [0.38, -0.16, -0.28], [-0.06, 0.04, 0.04], [0.07, -0.07, -0.10], [0.03, -0.06, -0.17], [-0.01, -0.01, 0.02], [-0.27, -0.14, -0.05], [0.34, 0.59, -0.25], [0.04, -0.29, 0.04], [-0.04, -0.66, 0.03], [-0.03, -0.25, 0.29], [0.15, 0.36, -0.11], [0.12, -0.26, 0.24], [0.07, 0.01, 0.02], [0.26, 0.43, -0.06], [-0.44, -0.21, 0.00], [0.06, 0.13, 0.06], [0.10, 0.05, -0.13], [0.07, -0.05, 0.03], [0.00, -0.32, -0.12], [-0.02, 0.09, 0.03], [-0.01, 0.01, -0.06], [-0.01, 0.03, -0.03], [0.08, -0.09, 0.04], [-0.09, 0.10, -0.05], [-0.08, 0.03, -0.09], [-0.15, 0.03, -0.12], [0.03, 0.02, 0.04], [-0.27, 0.04, 0.07], [0.02, 0.06, -0.02], [-0.02, -0.05, -0.12], [0.22, -0.03, 0.55], [0.03, -0.05, -0.31], [0.01, 0.05, 0.01], [0.08, -0.02, -0.05], [-0.01, -0.02, 0.02], [0.39, -0.23, -0.06], [-0.49, 0.13, -0.07], [0.03, 0.01, -0.07], [-0.01, -0.04, 0.02], [0.03, 0.10, 0.08], [-0.03, 0.03, 0.13], [0.14, -0.03, 0.10], [0.00, 0.05, 0.05], [0.00, -0.02, -0.10], [0.01, -0.04, -0.04], [-0.08, 0.13, -0.02], [-0.02, -0.07, -0.04], [-0.04, -0.04, -0.17], [-0.07, -0.02, 0.13], [-0.01, 0.02, 0.05], [-0.05, -0.06, -0.04], [-0.01, -0.07, -0.04], [-0.03, 0.06, 0.03], [0.29, 0.01, 0.03], [-0.21, -0.03, -0.12]],
  "nbo_charge": [-0.44, 0.07, -0.43, 0.21, -0.39, -0.39, 0.21, 0.20, 0.00, -0.64, 0.23, 0.22, 0.21, -0.42, 0.11, -0.24, -0.42, -0.28, 0.21, 0.23, 0.21, 0.24, -0.34, 0.82, -0.61, -0.50, -0.24, -0.45, -0.23, 0.18, 0.09, -0.62, 0.20, 0.21, 0.22, -0.75, 0.51, 0.16, 0.19, -0.23, -0.03, -0.21, -0.24, 0.24, 0.29, -0.31, 0.22, -0.53, -0.25, 0.18, 0.20, 0.18, -0.50, -0.24, 0.19, 0.18, 0.18, 0.23, 0.22, 0.17, 0.21, 0.20, 0.24, 0.26, 0.19, 0.23, 0.22, 0.20, 0.21, 0.20, 0.20, 0.20]
}